Entry from the OMol25 dataset: C24H32ClN3O2 in the gas phase (ωB97M-V/def2-TZVPD).

Properties
**Energy relative to the best compared isomer or geometry (same formula, charge and spin)**: 6.74 kcal per mole
**Multiplicity**: 1
**Largest force on an atom**: 0.66 eV/A
**Gap between HOMO and LUMO**: 8.545 eV
**Total charge**: 0

Positions of all 62 atoms, in Å:
C -7.35 -0.63 1.25
H -8.38 -0.97 1.23
O -6.62 -1.54 0.47
C -5.27 -1.35 0.33
C -4.54 -0.31 0.89
C -3.17 -0.23 0.68
C -2.53 -1.18 -0.10
C -3.26 -2.21 -0.66
C -4.63 -2.32 -0.46
O -5.34 -3.33 -1.01
H -6.27 -3.23 -0.75
Cl -2.47 -3.40 -1.63
H -1.47 -1.12 -0.27
C -2.36 0.90 1.27
N -1.63 1.59 0.23
C -0.56 2.44 0.71
H -0.94 3.39 1.12
C 0.43 2.73 -0.44
N 1.53 1.78 -0.55
C 2.62 2.01 0.37
C 3.83 1.18 -0.06
N 3.46 -0.22 -0.03
C 4.48 -1.18 -0.01
C 5.77 -0.91 -0.48
C 6.77 -1.85 -0.41
C 6.51 -3.10 0.13
C 5.24 -3.38 0.61
C 4.22 -2.44 0.57
C 2.89 -2.76 1.18
H 3.02 -3.41 2.03
H 2.39 -1.85 1.49
H 2.25 -3.28 0.46
H 5.04 -4.34 1.06
H 7.28 -3.85 0.18
H 7.76 -1.62 -0.78
H 5.98 0.06 -0.91
C 2.36 -0.45 -0.96
C 1.16 0.38 -0.52
H 0.32 0.21 -1.19
H 0.87 0.06 0.49
H 2.10 -1.51 -0.97
H 2.65 -0.15 -1.98
H 4.66 1.34 0.63
H 4.13 1.51 -1.07
H 2.89 3.07 0.35
H 2.36 1.74 1.41
C -0.34 2.80 -1.77
C -1.75 3.31 -1.53
C -2.52 2.31 -0.66
H -3.30 2.85 -0.10
H -3.02 1.57 -1.29
H -2.27 3.45 -2.48
H -1.70 4.28 -1.04
H 0.20 3.45 -2.47
H -0.39 1.81 -2.22
H 0.89 3.71 -0.26
H -0.03 1.93 1.52
H -3.02 1.57 1.84
H -1.63 0.47 1.96
H -5.03 0.44 1.49
H -6.99 -0.61 2.29
H -7.30 0.39 0.84

***

Entry from the OMol25 dataset: a molecular structure, C24H32ClN4O5Ru in a non-equilibrium geometry (ωB97M-V/def2-TZVPD).

Properties
**Energy relative to the best compared isomer or geometry (same formula, charge and spin)**: 4.56 kcal per mole
**Multiplicity**: 5
**Largest force on an atom**: 1.10 eV/A
**Gap between HOMO and LUMO (alpha / beta)**: 6.966 / 5.157 eV
**Total charge**: +1

Positions of all 67 atoms, in Å:
Ru -0.38 0.57 0.06
C 1.83 -1.73 2.27
C 1.76 -0.65 3.35
C 0.84 0.55 3.04
N 0.98 1.03 1.66
C 2.00 1.74 1.30
C 2.99 2.19 2.26
C 4.26 2.66 2.06
C 4.95 2.86 0.85
C 4.42 2.87 -0.44
C 3.12 2.69 -0.85
C 1.97 2.22 -0.12
N 0.81 2.13 -0.68
C 0.48 2.80 -1.93
C 0.36 1.82 -3.10
C -0.78 0.83 -2.89
N -0.55 -0.11 -1.80
C -0.54 -1.44 -1.99
C -0.36 -2.01 -3.26
C -0.45 -3.32 -3.70
C -0.76 -4.47 -2.99
C -0.96 -4.55 -1.62
C -0.87 -3.57 -0.65
C -0.65 -2.19 -0.74
N -0.58 -1.41 0.36
C -0.68 -1.99 1.70
C 0.62 -2.66 2.17
H 2.71 -2.35 2.48
H 2.02 -1.28 1.29
H 2.77 -0.28 3.54
H 1.40 -1.09 4.28
H 1.04 1.36 3.75
H -0.20 0.30 3.19
H 2.69 2.12 3.29
H 4.82 2.88 2.96
H 6.00 3.10 0.94
H 5.12 3.11 -1.24
H 2.95 2.82 -1.91
H 1.20 3.59 -2.15
H -0.49 3.28 -1.77
H 1.31 1.29 -3.25
H 0.16 2.40 -4.00
H -1.00 0.32 -3.82
H -1.68 1.39 -2.63
H -0.11 -1.30 -4.03
H -0.27 -3.46 -4.76
H -0.84 -5.39 -3.55
H -1.19 -5.54 -1.24
H -1.02 -3.94 0.36
H -1.50 -2.71 1.74
H -0.97 -1.19 2.37
H 0.86 -3.47 1.49
H 0.42 -3.11 3.15
C -5.18 -0.19 -0.52
C -3.70 -0.46 -0.46
O -2.93 0.73 -0.71
H -5.74 -1.10 -0.30
H -5.48 0.17 -1.51
H -5.46 0.56 0.22
H -3.40 -1.17 -1.24
H -3.42 -0.87 0.51
H -3.35 1.44 -0.19
O -1.99 0.82 1.96
Cl -2.29 2.27 1.91
O -2.03 2.86 3.17
O -3.66 2.44 1.49
O -1.40 2.81 0.88

***

Entry from the OMol25 dataset: C24H32ClN5O4 in the gas phase (ωB97M-V/def2-TZVPD).

Properties
**Energy relative to the best compared isomer or geometry (same formula, charge and spin)**: 5.43 kcal per mole
**Multiplicity**: 1
**Largest force on an atom**: 0.79 eV/A
**Gap between HOMO and LUMO**: 8.191 eV
**Total charge**: 0

Positions of all 66 atoms, in Å:
C 4.18 1.15 -3.08
C 5.42 0.80 -2.27
H 6.15 1.62 -2.28
H 5.88 -0.11 -2.66
O 5.12 0.61 -0.89
C 4.63 -0.61 -0.56
O 4.44 -1.50 -1.35
N 4.41 -0.73 0.78
C 4.36 0.41 1.67
H 4.96 1.22 1.26
C 2.91 0.85 1.87
H 2.87 1.68 2.58
H 2.51 1.20 0.91
C 2.06 -0.32 2.38
N 0.68 0.11 2.49
C -0.15 -0.49 3.36
C -1.53 -0.43 3.56
N -2.54 0.29 3.03
H -3.47 0.05 3.34
C -2.37 1.36 2.09
C -2.43 0.92 0.62
N -1.23 0.17 0.24
C -0.53 0.65 -0.95
C -0.98 -0.11 -2.22
N -2.32 -0.61 -2.06
C -3.43 0.10 -2.45
C -3.35 1.44 -2.87
C -4.48 2.12 -3.29
C -5.72 1.51 -3.29
C -5.80 0.19 -2.89
C -4.69 -0.51 -2.48
H -4.80 -1.55 -2.22
Cl -7.34 -0.61 -2.90
H -6.60 2.05 -3.61
H -4.39 3.15 -3.60
H -2.41 1.96 -2.87
C -2.40 -1.63 -1.04
H -2.10 -2.61 -1.45
C -1.45 -1.26 0.14
H -1.87 -1.63 1.08
H -0.48 -1.73 0.00
H -3.42 -1.72 -0.68
H -0.33 -0.98 -2.38
H -0.91 0.52 -3.10
H -0.70 1.72 -1.05
H 0.54 0.50 -0.80
H -3.34 0.33 0.47
H -2.53 1.82 0.00
H -3.17 2.09 2.26
H -1.41 1.85 2.28
C -1.49 -1.45 4.61
O -2.33 -2.06 5.24
C 0.02 -1.45 4.46
O 0.98 -1.97 4.99
H 0.24 0.42 1.62
C 2.21 -1.53 1.45
H 1.67 -2.38 1.87
C 3.69 -1.88 1.26
H 3.80 -2.68 0.53
H 4.12 -2.19 2.22
H 1.78 -1.29 0.47
H 2.39 -0.60 3.39
H 4.79 0.10 2.63
H 4.47 1.35 -4.11
H 3.49 0.31 -3.06
H 3.70 2.03 -2.66

***

Entry from the OMol25 dataset: 8 unconnected molecules or ions with the total composition C24H32F12N4O8 in a non-equilibrium geometry (ωB97M-V/def2-TZVPD).

Properties
**Multiplicity**: 2
**Largest force on an atom**: 4.41 eV/A
**Gap between HOMO and LUMO (alpha / beta)**: 3.165 / 7.809 eV
**Total charge**: -1

Positions of all 80 atoms, in Å:
C -0.99 2.45 -2.36
C -2.23 2.93 -1.53
O -3.44 2.53 -2.13
C -4.25 3.49 -2.84
O -3.94 4.64 -3.11
C -5.63 2.97 -3.32
F -6.55 3.71 -2.71
F -5.62 3.07 -4.67
F -5.79 1.65 -3.04
H -1.08 1.38 -2.58
H -0.03 2.65 -1.88
H -0.98 2.93 -3.34
H -2.21 3.99 -1.32
H -2.18 2.44 -0.56
C 4.89 -4.41 0.32
C 4.46 -2.95 0.53
O 5.25 -2.26 1.49
C 4.76 -1.22 2.08
O 3.57 -0.86 1.96
C 5.83 -0.54 3.02
F 7.05 -0.92 2.64
F 5.71 0.76 2.97
F 5.71 -0.93 4.27
H 4.65 -4.98 1.22
H 5.93 -4.65 0.14
H 4.26 -4.84 -0.46
H 3.42 -2.93 0.86
H 4.43 -2.37 -0.39
C 1.75 -0.84 -2.62
C 1.03 -2.11 -2.97
O 1.60 -2.93 -3.99
C 2.53 -3.94 -3.78
O 3.19 -3.98 -2.71
C 2.60 -5.04 -4.93
F 1.70 -4.80 -5.94
F 3.84 -5.07 -5.45
F 2.34 -6.28 -4.52
H 1.67 -0.15 -3.46
H 2.78 -1.04 -2.33
H 1.33 -0.28 -1.78
H 0.06 -1.76 -3.32
H 0.84 -2.62 -2.03
C -4.35 2.69 2.92
C -3.81 3.48 1.74
O -4.40 4.78 1.73
C -5.43 5.09 0.98
O -5.99 4.29 0.23
C -5.90 6.53 1.14
F -5.31 7.34 0.24
F -7.21 6.54 0.99
F -5.61 6.95 2.36
H -3.78 1.79 3.16
H -5.38 2.42 2.69
H -4.47 3.26 3.84
H -3.96 2.92 0.82
H -2.72 3.61 1.78
C -1.24 -4.72 -1.98
C -1.24 -3.56 -1.05
N -1.19 -2.67 -0.31
H -1.41 -5.66 -1.45
H -0.38 -4.74 -2.65
H -2.15 -4.63 -2.55
C 0.37 -0.17 1.50
C -0.65 0.83 1.89
N -1.41 1.63 2.20
H 1.37 0.20 1.74
H 0.43 -0.29 0.41
H 0.07 -1.12 1.95
C 1.18 -3.59 2.82
C 0.56 -2.62 3.77
N 0.06 -1.87 4.49
H 1.05 -3.16 1.83
H 0.53 -4.46 2.85
H 2.17 -3.90 3.16
C 2.85 2.17 3.33
C 3.19 3.48 3.98
N 3.43 4.48 4.51
H 3.66 2.00 2.62
H 1.91 2.50 2.89
H 2.84 1.31 3.99

***

Entry from the OMol25 dataset: a molecular structure, C24H32N2O4S (ωB97M-V/def2-TZVPD).

Properties
**Energy relative to the best compared isomer or geometry (same formula, charge and spin)**: 41.81 kcal per mole
**Multiplicity**: 1
**Largest force on an atom**: 0.62 eV/A
**Gap between HOMO and LUMO**: 7.440 eV
**Total charge**: 0

Positions of all 63 atoms, in Å:
C 4.02 -1.51 -1.16
C 2.87 -1.89 -0.20
C 1.50 -1.38 -0.68
C 0.54 -2.48 -1.16
C -0.85 -1.90 -1.30
C -1.84 -2.71 -2.14
C -3.30 -2.49 -1.73
C -3.69 -1.00 -1.72
C -3.87 -0.40 -0.32
C -3.96 1.14 -0.34
C -2.91 1.83 0.53
C -1.49 1.90 -0.01
C -1.28 2.68 -1.28
C -2.20 3.44 -1.92
C -1.91 4.14 -3.13
C -0.70 4.11 -3.72
C 0.31 3.36 -3.07
N 1.58 3.23 -3.46
S 2.30 2.31 -2.36
N 1.08 2.02 -1.36
C 0.02 2.66 -1.86
H 4.44 -0.54 -0.89
H 4.83 -2.24 -1.09
H 3.68 -1.48 -2.19
H 2.84 -2.98 -0.11
H 3.10 -1.46 0.77
H 0.99 -0.86 0.13
H 1.64 -0.71 -1.52
H 0.55 -3.33 -0.48
H 0.88 -2.83 -2.14
H -1.27 -1.75 -0.30
H -0.75 -0.90 -1.74
H -1.59 -3.77 -2.05
H -1.74 -2.43 -3.19
H -3.47 -2.92 -0.74
H -3.92 -3.01 -2.46
H -2.97 -0.41 -2.29
H -4.65 -0.89 -2.23
H -3.07 -0.73 0.35
H -4.79 -0.81 0.09
H -3.93 1.47 -1.37
H -4.94 1.43 0.04
H -3.23 2.84 0.82
H -2.86 1.26 1.47
H -0.86 2.38 0.75
H -1.06 0.90 -0.15
H -3.20 3.52 -1.51
H -2.70 4.72 -3.59
H -0.48 4.64 -4.63
C 4.31 0.19 4.18
C 3.26 0.45 3.40
C 1.90 -0.16 3.66
O 1.01 0.17 2.89
C 1.74 -1.07 4.77
C 2.79 -1.33 5.55
C 4.15 -0.71 5.31
O 5.03 -1.01 6.09
O 2.76 -2.15 6.59
O 3.30 1.24 2.34
H 5.29 0.61 4.01
H 0.76 -1.51 4.93
H 3.66 -2.15 6.97
H 2.40 1.25 1.96

***

Entry from the OMol25 dataset: 2 unconnected molecules or ions with the total composition C24H32N3 in a non-equilibrium geometry (ωB97M-V/def2-TZVPD).

Properties
**Energy relative to the best compared isomer or geometry (same formula, charge and spin)**: 25.93 kcal per mole
**Multiplicity**: 1
**Largest force on an atom**: 2.45 eV/A
**Gap between HOMO and LUMO**: 4.943 eV
**Total charge**: +1

Positions of all 59 atoms, in Å:
C -3.63 4.48 -0.63
N -3.11 3.24 -0.07
C -2.50 2.26 -0.78
C -2.23 1.15 0.06
C -1.59 -0.04 -0.31
C -1.37 -1.14 0.59
C -0.66 -0.99 1.81
C -0.54 -2.05 2.68
C -1.14 -3.28 2.40
C -1.02 -4.41 3.38
C -1.84 -3.45 1.20
C -1.91 -2.41 0.28
C -2.80 1.51 1.37
C -3.04 0.83 2.56
C -3.60 1.52 3.65
C -3.99 2.86 3.54
C -3.86 3.53 2.31
C -3.27 2.83 1.26
H -4.00 5.09 0.20
H -2.83 5.02 -1.15
H -4.44 4.29 -1.34
H -2.32 2.35 -1.85
H -1.46 -0.21 -1.38
H -0.22 -0.02 2.04
H 0.02 -1.95 3.62
H -1.49 -5.31 2.98
H 0.04 -4.62 3.57
H -1.49 -4.16 4.34
H -2.33 -4.40 0.99
H -2.43 -2.53 -0.67
H -2.81 -0.23 2.64
H -3.75 0.99 4.60
H -4.38 3.38 4.41
H -4.16 4.57 2.18
C 4.46 -1.11 0.25
N 4.41 -1.44 -1.15
C 5.39 -2.43 -1.52
C 4.25 -0.34 -2.08
C 2.83 -0.24 -2.64
C 2.72 0.88 -3.68
C 1.25 1.31 -3.62
C 0.70 0.68 -2.32
N 1.82 0.08 -1.66
H 3.60 -0.48 0.51
H 4.42 -2.05 0.81
H 5.38 -0.57 0.54
H 5.22 -2.73 -2.56
H 6.43 -2.07 -1.42
H 5.27 -3.29 -0.85
H 4.47 0.63 -1.60
H 4.92 -0.51 -2.94
H 2.61 -1.22 -3.12
H 3.36 1.72 -3.38
H 3.04 0.55 -4.68
H 1.13 2.40 -3.62
H 0.70 0.89 -4.46
H 0.18 1.40 -1.68
H -0.02 -0.10 -2.60
H 1.61 -0.66 -0.99

***

Entry from the OMol25 dataset: C24H32N4O3 in the gas phase in a non-equilibrium geometry (ωB97M-V/def2-TZVPD).

Properties
**Energy relative to the best compared isomer or geometry (same formula, charge and spin)**: 18.77 kcal per mole
**Multiplicity**: 1
**Largest force on an atom**: 1.08 eV/A
**Gap between HOMO and LUMO**: 8.736 eV
**Total charge**: 0

Positions of all 63 atoms, in Å:
C -2.67 -4.27 4.47
C -2.74 -2.93 3.81
C -2.15 -2.45 2.69
C -2.60 -1.10 2.55
C -3.41 -0.86 3.63
O -3.52 -1.98 4.38
C -4.17 0.35 4.03
H -4.10 0.49 5.10
H -5.22 0.26 3.76
H -3.74 1.21 3.52
C -2.19 -0.08 1.56
O -1.85 1.04 1.92
N -2.19 -0.44 0.26
C -2.78 -1.64 -0.29
H -3.20 -2.24 0.50
C -1.72 -2.41 -1.08
C -1.14 -1.53 -2.18
H -0.34 -2.07 -2.68
C -0.59 -0.23 -1.59
C -0.09 0.74 -2.67
H -0.95 1.09 -3.25
H 0.33 1.61 -2.16
C 0.94 0.14 -3.64
C 2.11 -0.47 -2.89
O 2.11 -1.64 -2.56
N 3.17 0.34 -2.62
C 3.28 1.75 -2.94
H 2.30 2.21 -2.98
C 4.08 2.44 -1.81
N 3.74 1.84 -0.54
C 2.55 2.22 0.04
N 1.85 3.15 -0.61
C 0.74 3.61 -0.05
C 0.24 3.17 1.16
C 0.97 2.20 1.83
C 2.14 1.72 1.28
H 2.73 0.99 1.81
H 0.61 1.82 2.78
H -0.68 3.55 1.56
H 0.23 4.37 -0.64
C 4.23 0.47 -0.43
H 5.23 0.47 0.01
H 3.56 -0.10 0.21
C 4.26 -0.18 -1.83
H 4.13 -1.26 -1.75
H 5.20 0.03 -2.34
H 5.15 2.34 -1.96
H 3.81 3.49 -1.77
H 3.79 1.88 -3.90
H 1.27 0.90 -4.34
H 0.47 -0.66 -4.20
C -1.67 0.46 -0.75
H -1.27 1.33 -0.24
H -2.49 0.78 -1.41
H 0.25 -0.49 -0.93
H -1.92 -1.29 -2.92
H -2.17 -3.31 -1.51
H -0.92 -2.72 -0.41
H -3.59 -1.34 -0.97
H -1.47 -2.97 2.05
H -3.66 -4.71 4.54
H -2.02 -4.92 3.90
H -2.28 -4.17 5.48

***

The lowest largest force on an atom belongs to which entry? C24H32N2O4S